[1]
122
Properties=species:S:1:pos:R:3 method="wB97M-V/def2-TZVPD" charge=0 e_above_lowest_kj_mol=146.9 gap_ev="2.2 / 1.6"
Sc -1.130 -1.108 0.401
C 2.903 -5.015 0.089
C 1.835 -5.706 0.875
C 0.652 -4.799 1.273
C 0.175 -4.486 2.553
C 0.747 -5.039 3.845
C 0.183 -6.383 4.260
C -0.848 -3.448 2.394
C -1.370 -2.796 3.541
C -1.814 -1.445 3.469
C -2.129 -0.598 4.589
C -1.877 -1.004 6.045
C -0.890 -0.209 6.890
C -2.733 0.546 4.092
C -2.629 0.482 2.626
C -3.000 1.543 1.765
C -2.957 1.463 0.348
N -2.311 0.487 -0.411
C -2.643 0.807 -1.789
C -2.359 -0.047 -2.778
C -1.678 -1.287 -2.677
N -1.098 -1.840 -1.589
C -0.647 -3.125 -1.928
C -0.025 -4.061 -1.062
C -0.031 -3.961 0.339
N -0.914 -3.091 1.064
C -0.732 -3.251 -3.387
C -1.489 -2.169 -3.809
C -1.854 -1.797 -5.193
C -3.360 -1.658 -5.337
C -0.151 -4.386 -4.259
C -0.268 -5.753 -3.689
C -3.341 2.097 -1.872
C -3.454 2.534 -0.543
C -3.857 3.885 -0.179
C -2.825 4.770 0.631
C -3.727 2.806 -3.161
C -2.586 3.137 -4.142
N -2.025 -0.748 2.300
C -2.975 1.887 4.793
C -1.907 2.912 4.415
H 3.711 -5.731 -0.240
H 3.411 -4.221 0.692
H 2.582 -4.505 -0.792
H 2.225 -6.121 1.806
H 1.532 -6.608 0.312
H 0.561 -4.312 4.664
H 1.851 -5.220 3.802
H -0.908 -6.364 4.538
H 0.786 -6.769 5.060
H 0.324 -7.137 3.492
H -1.537 -3.359 4.447
H -1.580 -2.083 6.014
H -2.933 -1.028 6.474
H -0.011 0.155 6.326
H -0.548 -0.735 7.781
H -1.344 0.731 7.283
H -3.446 2.392 2.325
H -2.510 0.356 -3.776
H 0.527 -4.867 -1.523
H -1.595 -2.518 -5.946
H -1.355 -0.824 -5.476
H -3.706 -1.648 -6.409
H -3.682 -0.693 -4.982
H -3.904 -2.462 -4.754
H 0.866 -4.050 -4.516
H -0.701 -4.396 -5.225
H -0.947 -5.752 -2.839
H 0.639 -6.372 -3.467
H -0.858 -6.329 -4.403
H -4.809 3.860 0.376
H -4.074 4.366 -1.098
H -2.921 4.579 1.719
H -3.021 5.813 0.421
H -1.797 4.553 0.333
H -4.334 3.709 -2.953
H -4.337 2.041 -3.701
H -1.716 3.587 -3.635
H -2.985 3.882 -4.883
H -2.260 2.288 -4.729
H -2.977 1.760 5.892
H -4.006 2.197 4.522
H -1.065 2.674 5.085
H -2.223 3.938 4.619
H -1.498 2.823 3.377
O 2.258 -2.179 -2.124
H 1.329 -1.809 -2.163
H 2.588 -2.175 -3.034
C 1.556 6.032 -3.069
C 2.491 5.028 -2.953
C 2.704 4.211 -4.150
C 3.679 3.167 -4.168
C 4.453 2.924 -3.030
C 4.236 3.687 -1.890
C 3.391 4.800 -1.876
C 5.540 1.998 -2.993
N 6.452 1.239 -2.952
H 0.876 6.170 -3.895
H 1.263 6.737 -2.329
H 2.015 4.396 -4.990
H 3.798 2.527 -5.020
H 4.885 3.348 -1.081
H 3.333 5.497 -0.968
N 0.934 -0.661 0.380
C 2.071 -0.574 0.602
C 3.366 -0.554 1.071
C 4.403 -0.974 0.214
C 5.700 -0.701 0.602
C 5.972 -0.236 1.896
C 4.912 0.031 2.822
C 3.594 -0.110 2.427
H 4.123 -1.591 -0.665
H 6.463 -0.793 -0.204
H 6.953 -0.023 2.292
H 5.118 0.328 3.854
H 2.730 0.235 3.039
C 1.080 8.041 0.761
O 0.202 8.062 -0.379
H 2.135 7.761 0.499
H 0.747 7.309 1.505
H 1.076 8.985 1.296
H -0.716 8.118 -0.131

[2]
155
Properties=species:S:1:pos:R:3 method="wB97M-V/def2-TZVPD" charge=-2 e_above_lowest_kj_mol=0.0 gap_ev=4.7
C 1.024 0.649 0.177
C 0.361 -0.386 1.058
C -0.553 -1.292 0.288
O -1.622 -0.530 -0.202
C -2.491 -1.244 -1.047
N 1.456 -1.198 1.640
H 1.223 -1.977 2.270
H 2.060 -1.722 0.942
H 2.099 -0.629 2.221
H 1.712 0.111 -0.485
H 1.744 1.280 0.696
H 0.319 1.253 -0.388
H -0.120 0.051 1.936
H -0.934 -2.089 0.951
H -0.063 -1.921 -0.473
H -2.913 -2.106 -0.516
H -1.930 -1.591 -1.927
H -3.263 -0.554 -1.385
P 4.037 -3.376 1.633
O 2.976 -4.186 2.454
O 3.192 -2.759 0.415
O 5.181 -4.174 1.087
O 4.543 -2.257 2.586
C -3.176 4.053 0.998
O -3.552 5.218 1.052
N -3.929 3.014 1.398
C -3.466 1.647 1.367
C -5.334 3.123 1.671
H -2.124 3.830 0.780
H -3.980 0.946 0.702
H -3.669 1.268 2.372
H -2.397 1.509 1.218
H -5.664 2.370 2.383
H -5.572 4.129 2.017
H -5.952 3.018 0.767
C -1.686 2.133 -2.581
O -1.524 2.804 -1.581
N -1.056 2.357 -3.761
C -1.304 1.446 -4.882
C -0.167 3.498 -3.917
H -2.475 1.369 -2.694
H -2.261 1.738 -5.329
H -1.423 0.421 -4.540
H -0.477 1.555 -5.572
H 0.834 3.172 -4.196
H -0.560 4.137 -4.715
H -0.230 4.033 -2.974
C 1.312 6.644 -0.099
O 1.927 7.690 -0.089
N 1.793 5.468 -0.578
C 1.183 4.251 -0.051
C 3.188 5.377 -0.965
H 0.248 6.561 0.176
H 1.448 4.025 0.988
H 1.509 3.383 -0.622
H 0.097 4.320 -0.127
H 3.802 5.777 -0.147
H 3.523 4.342 -1.012
H 3.439 5.891 -1.890
C -6.333 -4.261 -3.314
O -6.904 -5.314 -3.462
N -6.901 -3.033 -3.369
C -8.338 -2.892 -3.503
C -6.121 -1.824 -3.397
H -5.250 -4.183 -3.109
H -8.789 -3.880 -3.415
H -8.566 -2.605 -4.535
H -8.749 -2.196 -2.778
H -6.559 -1.006 -3.969
H -5.810 -1.433 -2.423
H -5.185 -1.997 -3.943
C -3.304 -3.945 3.945
C -4.003 -2.811 3.860
C -3.333 -1.483 3.741
O -3.938 -0.427 3.718
C -1.887 -1.494 3.848
C -1.180 -2.627 3.913
C -1.839 -3.974 4.096
O -1.219 -4.961 4.387
O 0.138 -2.621 4.029
O -5.341 -2.853 3.786
H -3.909 -4.819 4.159
H -1.341 -0.560 3.923
H 0.516 -3.522 4.048
H -5.684 -1.953 3.677
C 4.189 3.458 2.272
C 5.473 3.418 1.913
C 6.249 2.141 1.924
O 7.424 2.150 1.606
C 5.507 0.959 2.299
C 4.201 0.982 2.651
C 3.421 2.253 2.558
O 2.225 2.321 2.772
O 3.549 -0.099 3.008
O 6.078 4.568 1.583
H 3.697 4.422 2.305
H 5.941 -0.037 2.257
H 4.131 -0.987 2.924
H 7.037 4.426 1.580
C 5.312 1.469 -3.029
C 5.853 0.523 -3.788
C 5.939 -0.924 -3.374
O 6.519 -1.749 -4.058
C 5.312 -1.235 -2.099
C 4.819 -0.264 -1.299
C 4.801 1.189 -1.682
O 4.253 2.039 -1.019
O 4.367 -0.491 -0.091
O 6.194 0.747 -5.065
H 5.424 2.493 -3.366
H 5.293 -2.250 -1.714
H 4.115 -1.458 0.108
H 6.687 -0.016 -5.404
C 0.399 -2.722 -4.740
C 0.871 -1.480 -4.819
C 1.787 -0.868 -3.796
O 2.189 0.274 -3.970
C 2.013 -1.680 -2.632
C 1.647 -2.981 -2.553
C 0.822 -3.615 -3.653
O 0.563 -4.796 -3.687
O 1.944 -3.773 -1.578
O 0.695 -0.711 -5.903
H -0.241 -3.081 -5.535
H 2.591 -1.257 -1.821
H 2.474 -3.283 -0.850
H 1.155 0.116 -5.651
C -0.983 5.944 4.541
C -2.245 5.835 4.949
C -2.940 4.506 5.019
O -4.056 4.421 5.500
C -2.265 3.398 4.372
C -1.044 3.507 3.822
C -0.289 4.820 3.914
O 0.821 4.905 3.443
O -0.356 2.477 3.360
O -2.982 6.865 5.355
H -0.436 6.874 4.619
H -2.718 2.413 4.333
H 0.613 2.673 3.304
H -3.881 6.535 5.520
C -1.581 -6.571 -0.151
C -0.671 -7.387 -0.684
C 0.809 -7.186 -0.595
O 1.584 -7.887 -1.214
C 1.219 -6.146 0.324
C 0.339 -5.277 0.858
C -1.158 -5.393 0.611
O -1.920 -4.502 0.924
O 0.652 -4.176 1.494
O -1.044 -8.423 -1.467
H -2.628 -6.792 -0.314
H 2.281 -5.986 0.488
H 1.685 -4.126 1.634
H -0.257 -8.714 -1.955

[3]
136
Properties=species:S:1:pos:R:3 method="wB97M-V/def2-TZVPD" charge=0 smiles=Oc1ccc(O)cc1.Oc1ccc(O)cc1.Oc1ccc(O)cc1.Oc1ccc(O)cc1.Oc1ccc(O)cc1.Oc1ccc(O)cc1.C1CCOC1.C1CCOC1.C1CCOC1.C1CCOC1 gap_ev=8.5
C -11.589 -9.768 19.644
C -12.309 -8.641 19.270
C -13.577 -8.497 19.770
C -14.135 -9.347 20.699
C -13.427 -10.492 21.116
C -12.102 -10.676 20.600
O -11.381 -11.773 20.950
O -14.266 -7.312 19.439
H -10.553 -9.960 19.307
H -11.842 -7.916 18.597
H -15.165 -9.257 21.024
H -13.924 -11.053 21.895
H -10.472 -11.651 20.629
H -14.995 -7.263 20.068
C -11.283 -2.360 23.429
C -11.526 -3.305 22.450
C -11.280 -4.615 22.746
C -10.793 -4.983 23.965
C -10.517 -4.018 24.968
C -10.781 -2.703 24.657
O -10.613 -1.635 25.529
O -11.608 -5.581 21.796
H -11.451 -1.298 23.210
H -11.928 -3.016 21.518
H -10.702 -6.046 24.078
H -9.950 -4.281 25.859
H -9.921 -1.809 26.212
H -11.897 -5.168 21.003
C -12.991 3.440 23.676
C -12.862 2.613 24.765
C -11.916 1.591 24.774
C -11.245 1.313 23.605
C -11.444 2.096 22.483
C -12.279 3.194 22.500
O -12.368 4.050 21.378
O -11.716 0.911 25.893
H -13.595 4.322 23.737
H -13.486 2.837 25.646
H -10.517 0.475 23.623
H -10.758 1.935 21.600
H -13.032 4.709 21.596
H -11.369 0.050 25.618
C -6.285 -0.598 25.800
C -5.392 0.029 24.936
C -5.689 1.254 24.380
C -6.974 1.724 24.469
C -7.917 1.137 25.371
C -7.542 -0.013 26.054
O -8.489 -0.562 26.946
O -4.809 1.927 23.553
H -6.075 -1.573 26.251
H -4.395 -0.443 24.644
H -7.277 2.636 24.054
H -8.862 1.557 25.517
H -8.949 0.104 27.428
H -3.927 1.662 23.878
C -7.552 -8.027 20.089
C -6.422 -8.637 20.573
C -6.314 -9.051 21.909
C -7.265 -8.726 22.795
C -8.376 -8.029 22.292
C -8.551 -7.691 20.989
O -9.689 -7.146 20.521
O -5.199 -9.686 22.346
H -7.599 -7.768 18.997
H -5.590 -8.839 19.865
H -7.114 -8.880 23.837
H -9.226 -7.674 22.960
H -10.300 -6.952 21.223
H -4.620 -9.681 21.612
C -12.412 -5.018 15.721
C -12.756 -5.343 16.984
C -12.068 -4.718 18.084
C -11.096 -3.820 17.925
C -10.752 -3.508 16.545
C -11.422 -4.071 15.503
O -10.955 -3.768 14.249
O -12.538 -4.950 19.380
H -12.738 -5.632 14.862
H -13.546 -6.107 17.180
H -10.635 -3.323 18.735
H -10.008 -2.756 16.215
H -11.668 -3.558 13.686
H -13.107 -5.775 19.366
C -6.409 -3.603 22.729
C -6.051 -3.375 21.285
C -7.498 -3.137 20.790
O -8.152 -2.406 21.790
C -7.332 -2.391 22.939
H -5.561 -3.686 23.391
H -7.061 -4.481 22.756
H -5.573 -4.173 20.764
H -5.402 -2.520 21.092
H -8.006 -4.130 20.585
H -7.557 -2.581 19.835
H -7.982 -2.414 23.822
H -6.744 -1.507 23.053
C -16.275 -2.142 21.928
C -14.931 -1.796 21.341
C -14.927 -2.476 19.974
O -16.036 -3.398 19.968
C -17.037 -2.895 20.854
H -16.797 -1.288 22.298
H -16.178 -2.738 22.897
H -14.047 -2.181 21.883
H -14.805 -0.742 21.435
H -13.988 -3.085 19.700
H -15.060 -1.702 19.207
H -17.636 -3.720 21.252
H -17.756 -2.210 20.347
C -11.012 -10.169 25.823
C -11.211 -8.681 25.527
C -12.676 -8.631 25.159
O -13.017 -9.953 24.591
C -11.870 -10.847 24.769
H -11.448 -10.376 26.784
H -9.962 -10.449 25.852
H -10.452 -8.410 24.803
H -10.931 -8.229 26.532
H -12.989 -7.858 24.470
H -13.347 -8.329 25.985
H -11.385 -10.950 23.771
H -12.356 -11.826 24.909
C -14.948 -6.148 22.555
C -14.743 -5.712 23.998
C -16.080 -5.969 24.709
O -17.044 -6.141 23.616
C -16.323 -6.836 22.616
H -14.243 -6.963 22.279
H -14.965 -5.372 21.829
H -14.520 -4.702 24.165
H -13.996 -6.215 24.590
H -16.462 -5.181 25.260
H -16.081 -6.875 25.415
H -16.812 -6.820 21.675
H -16.136 -7.878 22.977